Entry 1:
DFT (ωB97M-V/def2-TZVPD) results for 3 unconnected molecules or ions with the total composition C3H10NO4.

Bonds (Å) are listed after each position.
Element x y z (Å)
1 O 2.4128 -0.8623 -1.7258  C2 1.165
2 C 1.3253 -1.1573 -1.4312  O1 1.165, N3 1.386, C6 1.518
3 N 0.1080 -0.9350 -2.0552  C2 1.386, C4 1.670, H7 1.030
4 C -0.5077 0.5706 -1.6785  N3 1.670, O5 1.340, H8 1.093, H9 1.057
5 O -1.2288 0.4342 -0.5570  C4 1.340
6 C 1.0366 -1.5629 0.0034  C2 1.518, H10 1.152, H11 1.092, H12 1.118
7 H -0.6707 -1.5784 -1.8517  N3 1.030
8 H -1.1266 0.6713 -2.5738  C4 1.093
9 H 0.3141 1.2168 -1.5207  C4 1.057
10 H 1.5064 -2.3013 0.7525  C6 1.152
11 H 1.0019 -0.5298 0.3544  C6 1.092
12 H -0.0300 -1.8497 0.1754  C6 1.118
13 H 2.2954 0.8287 4.2281  O15 0.893
14 H 1.7954 2.2430 4.1815  O15 0.993
15 O 2.5799 1.6635 4.3678  H13 0.893, H14 0.993
16 H -2.8358 0.9254 -0.5349  O18 1.052
17 H -4.1303 1.0027 0.3868  O18 0.976
18 O -3.8458 1.2204 -0.5211  H16 1.052, H17 0.976

Summary:
M: 124.116 g/mol
orbital gap: 7.323 eV
energy above the lowest of the compared OMol25 structures with the same formula, charge and spin: 3.661 eV
maximum force: 5.963 eV Å⁻¹
net charge: -1

=====

Entry 2:
DFT (ωB97M-V/def2-TZVPD) results for 3 unconnected molecules or ions with the total composition C3H10NO4.

Bonds (Å) are listed after each position.
Element x y z (Å)
1 O -2.2151 2.1310 -0.2699  C2 1.211
2 C -1.2442 1.5333 0.1369  O1 1.211, C3 1.522, H7 1.106
3 C -1.3156 0.5744 1.3165  C2 1.522, N4 1.442, H8 1.098, H9 1.097
4 N -0.6830 -0.7206 1.2661  C3 1.442, C5 1.437, H10 1.014
5 C -0.6631 -1.2753 -0.0593  N4 1.437, O6 1.350, H11 1.105, H12 1.100
6 O 0.4358 -0.8996 -0.7476  C5 1.350
7 H -0.2888 1.8834 -0.2972  C2 1.106
8 H -2.3953 0.4770 1.4902  C3 1.098
9 H -1.0649 1.2642 2.1320  C3 1.097
10 H 0.2531 -0.7484 1.6558  N4 1.014
11 H -1.5188 -0.9953 -0.6993  C5 1.105
12 H -0.8039 -2.3662 -0.0263  C5 1.100
13 H 2.9975 -1.5697 0.4269  O15 0.962
14 H 1.9211 -0.6359 -0.1747  O15 0.975
15 O 2.6150 -0.6909 0.5079  H13 0.962, H14 0.975
16 H 0.9089 0.0122 -2.0321  O18 0.954
17 H 1.6593 1.3978 -2.0578  O18 0.958
18 O 1.4017 0.6287 -2.5681  H16 0.954, H17 0.958

Summary:
M: 124.116 g/mol
orbital gap (spin up / spin down): 10.470 / 6.521 eV
energy above the lowest of the compared OMol25 structures with the same formula, charge and spin: 1.706 eV
maximum force: 1.732 eV Å⁻¹
2S+1: 2
⟨S²⟩: 0.754